Entry 1:
The following is a DFT calculation (ωB97M-V with the def2-TZVPD basis set) of a cluster of 7 separate species, C31H43F18IO15S in total.

Each line ends with the Mulliken charge.
Cartesian coordinates (Å):
C 2.7599 2.2393 0.7724  -0.75
C 3.5606 3.5369 0.9843  -0.92
C 3.1166 4.7270 0.1346  -1.02
I 4.2838 6.4421 0.7691  0.05
C 1.6416 5.1439 0.2140  -0.54
C 1.0205 5.0713 1.6204  -0.46
C -0.4973 4.8994 1.5121  -1.12
C -0.7629 3.5173 0.9510  -0.02
O -0.4033 3.3911 -0.4448  -0.41
S 0.6530 4.3676 -1.1178  1.39
O 1.4946 3.5377 -1.9238  -0.69
O -0.0882 5.4314 -1.7268  -0.63
H 3.2712 1.5654 0.0868  0.42
H 1.7617 2.4023 0.3700  0.18
H 2.6442 1.7113 1.7212  0.14
H 3.5574 3.8175 2.0374  0.46
H 4.6049 3.3465 0.7346  0.53
H 3.4134 4.5908 -0.8993  0.65
H 1.5597 6.1799 -0.1109  0.82
H 1.4183 4.2201 2.1737  0.29
H 1.2816 5.9929 2.1391  0.40
H -0.9789 4.9690 2.4874  0.51
H -0.9193 5.6726 0.8657  0.39
H -0.1537 2.7922 1.4885  -0.04
H -1.8001 3.2056 1.0501  0.35
C -3.3843 0.9075 7.1822  -0.75
C -3.4977 0.4420 5.7514  -0.36
O -2.4446 1.0106 4.9275  -0.25
C -1.2789 0.3977 4.9676  0.01
O -0.9715 -0.5751 5.5882  -0.53
C -0.2938 1.0999 4.0036  1.31
F -0.3538 2.4343 4.1041  -0.27
F -0.5960 0.7693 2.7359  -0.24
F 0.9566 0.7210 4.2425  -0.27
H -3.3846 1.9968 7.2353  0.37
H -4.2274 0.5306 7.7535  -0.01
H -2.4682 0.5385 7.6423  0.31
H -4.4167 0.7901 5.2859  0.34
H -3.4557 -0.6440 5.6786  0.37
C 1.4432 -1.2615 1.2733  -0.62
C 1.3916 -2.7704 1.3162  -0.56
O 1.4239 -3.3143 -0.0272  -0.33
C 2.6153 -3.4184 -0.5838  0.30
O 3.6783 -3.1574 -0.1054  -0.53
C 2.4689 -3.9727 -2.0207  1.01
F 1.4688 -3.3738 -2.6758  -0.26
F 2.2202 -5.2884 -1.9849  -0.29
F 3.5937 -3.7786 -2.7081  -0.21
H 0.6345 -0.8691 0.6563  0.35
H 1.3490 -0.8602 2.2810  0.13
H 2.3905 -0.9208 0.8555  0.33
H 0.4546 -3.1317 1.7329  0.35
H 2.2156 -3.1900 1.8912  0.35
C 5.8658 -6.3726 -3.7653  -1.08
C 6.4884 -5.0413 -4.1186  -0.11
O 7.9316 -5.1367 -4.1606  -0.34
C 8.4486 -5.6066 -5.2825  0.31
O 7.8656 -5.9572 -6.2644  -0.50
C 9.9935 -5.6070 -5.1851  0.90
F 10.4124 -6.0830 -4.0082  -0.24
F 10.4514 -4.3529 -5.3157  -0.25
F 10.5201 -6.3501 -6.1527  -0.24
H 6.2668 -6.7417 -2.8212  0.30
H 4.7870 -6.2558 -3.6633  0.29
H 6.0621 -7.1136 -4.5394  0.38
H 6.2847 -4.2945 -3.3548  0.25
H 6.1286 -4.6695 -5.0771  0.33
C 1.9618 -1.3491 -5.4998  -0.93
C 0.7383 -2.1262 -5.9272  -0.20
O -0.2241 -1.2627 -6.5760  -0.34
C -0.0124 -1.0168 -7.8573  0.32
O 0.8740 -1.4293 -8.5434  -0.51
C -1.1420 -0.1126 -8.4078  0.92
F -1.4180 0.8945 -7.5726  -0.24
F -2.2585 -0.8385 -8.5698  -0.26
F -0.7974 0.3978 -9.5850  -0.24
H 1.6764 -0.5138 -4.8595  0.27
H 2.6365 -1.9989 -4.9430  0.20
H 2.4977 -0.9517 -6.3611  0.38
H 0.2086 -2.5321 -5.0686  0.26
H 0.9933 -2.9456 -6.5980  0.34
C -2.0382 4.9982 -4.2455  -1.00
C -3.2727 4.6118 -5.0236  -0.28
O -4.2834 4.0616 -4.1401  -0.31
C -5.0347 4.9354 -3.4987  0.35
O -5.0038 6.1277 -3.5718  -0.52
C -6.0595 4.1870 -2.6116  0.90
F -5.4905 3.1788 -1.9403  -0.24
F -7.0355 3.6778 -3.3781  -0.26
F -6.6092 5.0182 -1.7306  -0.24
H -1.6571 4.1481 -3.6814  0.21
H -1.2572 5.3344 -4.9273  0.41
H -2.2465 5.8028 -3.5427  0.33
H -3.0711 3.8115 -5.7319  0.30
H -3.6990 5.4569 -5.5627  0.34
C -6.6594 -5.2153 8.5040  -1.09
C -7.2407 -4.0038 7.8136  -0.22
O -7.1065 -2.8212 8.6411  -0.32
C -5.9393 -2.2096 8.5963  0.34
O -4.9800 -2.5027 7.9449  -0.51
C -5.9693 -0.9497 9.4945  0.95
F -6.5624 -1.1782 10.6652  -0.25
F -6.6420 0.0262 8.8627  -0.27
F -4.7288 -0.5214 9.7214  -0.23
H -7.1257 -5.3604 9.4783  0.30
H -6.8397 -6.1022 7.8969  0.37
H -5.5846 -5.1075 8.6445  0.32
H -8.3122 -4.1035 7.6597  0.31
H -6.7623 -3.8160 6.8534  0.32

Summary:
Highest occupied orbital energy ... -9.783 eV
Frontier orbital gap ... 0.3676 Ha
SMILES ... CC[C@H](I)[C@@H]1CCCOS1(=O)=O.CCOC(=O)C(F)(F)F.CCOC(=O)C(F)(F)F.CCOC(=O)C(F)(F)F.CCOC(=O)C(F)(F)F.CCOC(=O)C(F)(F)F.CCOC(=O)C(F)(F)F

Entry 2:
The following is a DFT calculation (ωB97M-V with the def2-TZVPD basis set) of a structure of composition C24H18MoN7O4S in a non-equilibrium geometry.

Each line ends with the Mulliken charge.
Cartesian coordinates (Å):
Mo 0.0100 0.4951 -0.4902  -0.43
N 2.6787 3.9055 -1.6772  -0.38
C 1.9400 2.7992 -1.7735  0.78
S 0.2179 2.8815 -1.6587  -0.26
N 2.5366 1.6570 -1.9802  -1.57
N 1.6082 0.6606 -1.9666  1.13
C 1.8418 -0.3411 -2.7384  -0.86
C 0.9620 -1.4635 -2.6600  1.11
C 1.0556 -2.5601 -3.5118  -1.11
C 0.1423 -3.5850 -3.3798  -0.29
C -0.8383 -3.4879 -2.4008  -0.99
C -0.8622 -2.3756 -1.5859  -0.17
N 0.0234 -1.3794 -1.6984  0.66
H 2.2429 4.8045 -1.5846  0.22
H 3.6741 3.8443 -1.8105  0.25
H 2.6730 -0.3105 -3.4327  0.36
H 1.8294 -2.5862 -4.2659  0.50
H 0.1850 -4.4452 -4.0337  0.44
H -1.5841 -4.2584 -2.2718  0.46
H -1.6275 -2.2595 -0.8334  0.45
O 1.3005 3.1147 2.4849  -0.70
C 0.6978 2.5213 1.6219  0.16
O 1.1823 1.6467 0.7948  -0.33
C -0.7678 2.7705 1.3587  0.30
C -1.5483 3.7534 1.9363  -0.75
C -2.8346 3.9463 1.4498  -0.46
C -3.3035 3.1728 0.3938  -1.12
C -2.4706 2.2002 -0.1196  0.46
N -1.2544 2.0050 0.3849  1.14
C -2.7557 1.2994 -1.3013  0.39
O -3.8257 1.2920 -1.8578  -0.68
O -1.7270 0.5532 -1.5851  -0.41
H -1.1221 4.3610 2.7222  0.58
H -3.4622 4.7198 1.8718  0.47
H -4.2802 3.3153 -0.0465  0.61
C -3.0884 -1.5684 2.0182  -1.18
C -2.3548 -2.4193 2.8306  -0.65
C -0.9806 -2.4259 2.7099  -1.35
C -0.3643 -1.5762 1.7971  0.97
N -1.0784 -0.7406 1.0173  1.10
C -2.4162 -0.7586 1.1294  -0.29
C 1.0876 -1.5492 1.5956  0.79
C 1.9787 -2.2094 2.4305  -1.27
C 3.3346 -2.1147 2.1809  -0.53
C 3.7646 -1.3433 1.1160  -1.10
C 2.8251 -0.6973 0.3365  -0.22
N 1.5099 -0.8178 0.5525  0.97
H -4.1672 -1.5313 2.0578  0.53
H -2.8450 -3.0739 3.5377  0.46
H -0.3895 -3.0954 3.3150  0.44
H -2.9718 -0.1098 0.4733  0.49
H 1.6246 -2.7748 3.2782  0.43
H 4.0436 -2.6185 2.8232  0.45
H 4.8141 -1.2141 0.8963  0.49
H 3.1359 -0.0288 -0.4509  0.51

Summary:
Highest occupied orbital energy (alpha / beta) ... -10.513 / -10.514 eV
Frontier orbital gap (alpha / beta) ... 0.2463 / 0.2463 Ha
Net charge ... +1
Relative energy (zero: lowest compared OMol25 entry of this formula, charge and spin) ... 0.670 eV

Entry 3:
The following is a DFT calculation (ωB97M-V with the def2-TZVPD basis set) of a cluster of 2 separate species, C4H9NO3 in total in a non-equilibrium geometry.

Each line ends with the Mulliken charge.
Cartesian coordinates (Å):
O -2.0943 -0.2127 -2.4121  -0.45
C -1.0219 -0.5451 -1.9874  -0.19
C -0.3904 0.2404 -0.8061  0.28
C 1.0134 -0.2739 -0.4832  -0.67
C 1.7697 0.6988 0.3614  -0.13
O 2.9525 0.7078 0.5815  -0.49
N -1.3366 0.1135 0.3247  -0.62
H -0.4786 -1.4559 -2.2890  0.34
H -0.3010 1.2516 -1.2295  0.33
H 0.9007 -1.1894 0.1221  0.29
H 1.5531 -0.4315 -1.4169  0.43
H 1.2121 1.5657 0.7762  0.33
H -2.1050 -0.5292 0.1813  0.24
H -1.7825 1.0251 0.3719  0.28
H 0.0888 -0.9639 3.1348  0.29
H -0.2948 0.1068 2.0172  0.42
O 0.3147 -0.1083 2.7532  -0.68

Summary:
Highest occupied orbital energy ... -9.770 eV
Frontier orbital gap ... 0.3686 Ha
SMILES ... N[C@H](C=O)CC=O.O
Relative energy (zero: lowest compared OMol25 entry of this formula, charge and spin) ... 2.184 eV

What total energy values result from the calculations? In sequence: -131409.646, -56489.845, -11925.357 eV.